Computed, not measured: a molecular structure, C30H23ClN6O7Y, with the ωB97M-V functional and the def2-TZVPD basis.

Each line ends with the Löwdin charge.
CARTESIAN COORDINATES (ANGSTROEM)
Y1 0.401 0.343 -0.869  1.5905
Cl1 4.123 -3.123 2.484  0.8757
O1 -4.091 -1.509 4.074  -0.0128
O2 6.151 -3.058 0.233  0.1105
O3 3.605 -1.314 -3.075  0.1052
O4 -5.499 -2.184 2.411  0.0130
O5 1.999 0.067 -2.338  -0.1638
O6 -0.079 2.306 -1.837  -0.1448
O7 5.625 -2.600 -1.870  0.1488
N1 2.053 -1.063 0.052  0.0168
N2 -0.992 -1.172 -2.075  0.0015
N3 -1.590 0.021 0.261  0.0240
N4 0.426 1.571 1.202  0.0021
N5 2.333 -1.653 1.226  -0.0668
N6 0.037 3.958 -3.380  -0.1452
C1 0.829 5.036 -3.980  -0.0032
C2 0.500 3.294 -2.353  -0.2565
C3 5.384 -2.606 -0.570  -0.4952
C4 -1.737 0.538 1.500  -0.1877
C5 0.455 -1.010 4.359  -0.0516
C6 3.529 -2.270 1.161  -0.5659
C7 -2.831 -2.628 -3.524  -0.0104
C8 -0.677 1.470 1.966  -0.1906
C9 -3.623 -0.869 1.898  -0.0601
C10 -0.706 -1.733 4.114  -0.0462
C11 1.447 2.326 1.624  -0.1147
C12 -0.680 -1.647 -3.288  -0.0911
C13 1.480 -0.983 3.421  -0.0274
C14 2.923 -0.829 -2.193  -0.5438
C15 0.277 2.944 3.591  -0.0131
C16 -3.157 -2.147 -2.265  0.0241
C17 -3.529 -1.321 0.590  0.0749
C18 -0.841 -2.456 2.935  -0.0479
C19 3.068 -1.331 -0.773  -0.1131
C20 -2.745 0.112 2.336  0.0519
C21 -4.550 -1.587 2.920  -0.6804
C22 1.422 3.028 2.809  -0.0307
C23 -0.777 2.156 3.170  0.0203
C24 -2.213 -1.421 -1.557  -0.1881
C25 4.052 -2.083 -0.120  -0.0250
C26 -2.478 -0.884 -0.193  -0.1847
C27 -1.220 3.552 -4.007  0.0056
C28 -1.572 -2.377 -4.048  -0.0226
C29 0.174 -2.439 1.991  -0.0096
C30 1.318 -1.692 2.244  -0.2370
H1 -4.134 -2.329 -1.845  0.1246
H2 -1.522 -1.740 4.827  0.1170
H3 1.546 4.637 -4.697  0.1051
H4 -1.281 -2.741 -5.022  0.1205
H5 0.211 3.484 4.526  0.1258
H6 2.323 2.355 0.983  0.1208
H7 -3.558 -3.194 -4.090  0.1260
H8 -1.670 2.075 3.771  0.1253
H9 0.098 -3.015 1.076  0.1248
H10 -4.248 -2.064 0.271  0.1275
H11 -1.900 3.181 -3.245  0.0952
H12 0.159 5.718 -4.495  0.0963
H13 -2.826 0.411 3.371  0.1245
H14 -1.745 -3.026 2.766  0.1247
H15 1.448 3.660 -1.948  0.1600
H16 0.315 -1.418 -3.651  0.1154
H17 1.354 5.589 -3.205  0.0982
H18 -1.044 2.767 -4.744  0.1080
H19 0.567 -0.465 5.287  0.1158
H20 -1.661 4.414 -4.500  0.0977
H21 4.883 -2.225 -2.401  0.0710
H22 2.272 3.623 3.110  0.1185
H23 2.393 -0.428 3.600  0.1223

Net charge = +1
Strongest force on any atom = 0.7 eV/Å
Molecular weight = 703.908 g/mol
HOMO level = -10.4828 eV

Computed, not measured: a molecular structure, C30H23F4N11NiO2 at a distorted geometry, with the ωB97M-V functional and the def2-TZVPD basis.

Each line ends with the Löwdin charge.
CARTESIAN COORDINATES (ANGSTROEM)
Ni1 -0.257 1.138 1.237  0.6020
F1 5.875 3.118 2.301  0.1643
F2 3.796 0.944 -2.189  0.1611
F3 7.349 3.043 0.144  0.1839
F4 2.333 1.019 -0.103  0.0887
O1 -3.274 3.391 2.373  0.0615
O2 -1.697 1.828 2.241  -0.0197
N1 -0.636 -0.824 0.628  -0.0242
N2 0.761 -5.396 -1.368  0.1695
N3 -1.065 2.477 -0.197  0.0677
N4 1.046 0.831 2.663  0.2068
N5 -4.869 5.359 0.945  0.2277
N6 4.087 3.097 4.657  0.2376
N7 5.693 0.815 -4.471  0.2499
N8 8.635 3.280 -2.572  0.2630
N9 0.386 -5.767 0.795  0.1889
N10 -5.794 3.690 -0.371  0.1021
N11 -5.928 5.888 -1.030  0.2058
C1 1.072 -9.276 -0.134  -0.0714
C2 -0.567 -1.740 1.611  -0.1040
C3 -5.671 2.587 0.585  -0.1370
C4 3.594 1.479 0.018  -0.1164
C5 -3.392 1.792 -0.503  -0.1348
C6 -0.019 -2.524 -0.938  0.0120
C7 4.052 2.020 1.269  0.0101
C8 -0.365 -1.228 -0.621  -0.1309
C9 -2.460 2.795 0.200  -0.2496
C10 7.662 2.688 -2.420  -0.1342
C11 0.781 -8.245 0.730  0.0004
C12 1.311 -9.049 -1.500  -0.0668
C13 -5.543 4.975 -0.128  -0.4269
C14 0.417 -4.861 -0.152  -0.2841
C15 0.953 -6.741 -1.179  -0.1813
C16 0.072 -3.473 0.084  -0.1043
C17 6.001 1.352 -3.503  -0.1387
C18 3.321 2.013 2.452  -0.1091
C19 4.340 1.449 -1.101  -0.1300
C20 5.676 1.984 -1.150  -0.0017
C21 6.139 2.548 0.093  -0.1250
C22 2.070 1.363 2.567  -0.0495
C23 5.377 2.578 1.210  -0.1347
C24 0.708 -6.952 0.199  -0.2163
C25 -0.216 -3.051 1.386  0.0299
C26 6.422 1.999 -2.305  -0.0819
C27 3.779 2.620 3.658  -0.1669
C28 -2.502 2.684 1.742  -0.5648
C29 -4.757 1.447 0.118  -0.1424
C30 1.263 -7.782 -2.046  -0.0141
H1 -6.277 3.468 -1.228  0.1643
H2 -4.423 4.686 1.581  0.0867
H3 -2.843 0.846 -0.546  0.1076
H4 -5.321 2.969 1.534  0.1009
H5 -2.717 3.819 -0.075  0.1433
H6 -0.178 -3.763 2.199  0.1258
H7 1.125 -10.289 0.240  0.1096
H8 1.542 -9.887 -2.144  0.1106
H9 0.871 -4.910 -2.239  0.1552
H10 -5.778 6.870 -0.874  0.1313
H11 0.608 -8.413 1.783  0.1174
H12 -4.779 6.338 1.157  0.1394
H13 1.450 -7.611 -3.098  0.1129
H14 -3.543 2.138 -1.528  0.1210
H15 -0.822 -1.398 2.606  0.1196
H16 -0.441 -0.482 -1.404  0.1068
H17 -6.667 2.174 0.753  0.1368
H18 -1.019 2.233 -1.182  0.1181
H19 -6.537 5.648 -1.793  0.1304
H20 0.164 -2.776 -1.974  0.1149
H21 -5.292 0.853 -0.625  0.1210
H22 -0.483 3.298 -0.054  0.1249
H23 -4.597 0.804 0.985  0.1297

Net charge = +2
Strongest force on any atom = 2.4 eV/Å
Energy above the lowest of the compared OMol25 structures with the same formula, charge and spin = 258.3 kJ/mol
Molecular weight = 704.274 g/mol
HOMO level (alpha / beta) = -12.1392 / -12.1387 eV

Computed, not measured: a molecular structure, C30H23FeN4O5S at a distorted geometry, with the ωB97M-V functional and the def2-TZVPD basis.

Each line ends with the Mulliken spin population.
CARTESIAN COORDINATES (ANGSTROEM)
Fe1 -0.033 -0.154 -1.838  3.8353
S1 -1.327 2.414 -0.280  0.0392
O1 2.114 4.137 -1.470  0.0580
O2 -1.455 1.163 -1.151  0.0428
O3 -0.911 -1.979 -1.957  0.1068
O4 -1.947 3.611 -0.883  0.0159
O5 1.125 1.742 -2.049  0.1044
N1 1.953 -1.299 -1.757  0.0432
N2 1.606 0.862 -0.040  -0.0703
N3 -0.181 -1.015 0.281  0.1766
N4 -1.062 -2.022 0.371  0.0443
C1 3.007 -0.932 -0.973  -0.0384
C2 5.280 -1.259 -0.137  -0.0016
C3 -2.992 -3.792 -2.179  0.0162
C4 -4.145 -4.555 -2.291  -0.0073
C5 4.283 -2.822 -1.784  -0.0036
C6 2.054 -2.384 -2.489  0.0004
C7 4.209 -1.670 -0.967  0.0000
C8 2.876 0.184 -0.098  0.1116
C9 5.140 -0.173 0.675  0.0103
C10 -2.441 1.948 1.054  0.0136
C11 0.929 0.798 1.221  0.2467
C12 -2.897 0.649 1.213  0.0102
C13 1.039 1.763 2.192  -0.1560
C14 -3.240 -3.769 0.217  0.0165
C15 -2.548 -3.371 -0.928  -0.0049
C16 1.642 3.011 2.052  0.2953
C17 2.100 5.537 -1.214  -0.0048
C18 -2.795 2.949 1.953  0.0022
C19 -1.420 -2.400 -0.850  0.0383
C20 1.476 1.990 -0.901  0.0647
C21 -3.714 0.344 2.295  -0.0024
C22 -4.861 -4.903 -1.153  0.0146
C23 2.039 3.675 0.874  -0.1318
C24 1.892 3.304 -0.444  0.2128
C25 -4.392 -4.530 0.101  -0.0074
C26 -4.060 1.331 3.210  0.0010
C27 3.210 -3.187 -2.534  0.0021
C28 0.102 -0.362 1.358  -0.0827
C29 3.923 0.544 0.701  -0.0251
C30 -3.610 2.638 3.033  0.0006
H1 1.174 -2.657 -3.062  -0.0017
H2 1.746 3.588 2.962  0.0034
H3 2.116 6.017 -2.185  0.0001
H4 -2.449 3.964 1.784  0.0011
H5 -4.082 -0.669 2.425  0.0000
H6 -4.932 -4.829 0.992  -0.0003
H7 -2.620 -0.113 0.492  -0.0026
H8 -2.862 -3.462 1.184  0.0004
H9 0.583 1.532 3.151  0.0014
H10 2.979 5.856 -0.651  0.0043
H11 6.204 -1.827 -0.155  -0.0002
H12 1.193 5.820 -0.677  0.0023
H13 -3.902 3.413 3.733  -0.0002
H14 -4.683 1.086 4.062  0.0001
H15 -0.346 -0.627 2.312  0.0099
H16 5.956 0.141 1.315  0.0001
H17 -4.492 -4.871 -3.269  -0.0002
H18 2.432 4.672 1.026  -0.0021
H19 5.194 -3.410 -1.784  -0.0002
H20 3.809 1.388 1.370  -0.0041
H21 -5.786 -5.459 -1.243  0.0010
H22 3.228 -4.072 -3.157  -0.0002
H23 -2.428 -3.499 -3.056  0.0003

Strongest force on any atom = 1.4 eV/Å
Energy above the lowest of the compared OMol25 structures with the same formula, charge and spin = 227.4 kJ/mol
Molecular weight = 607.449 g/mol
Multiplicity = 6
HOMO level (alpha / beta) = -6.9453 / -7.5869 eV

Computed, not measured: a molecular structure, C30H23N8NiO3S at a distorted geometry, with the ωB97M-V functional and the def2-TZVPD basis.

Each line ends with the Mulliken spin population.
CARTESIAN COORDINATES (ANGSTROEM)
Ni1 2.555 -0.693 -1.242  1.7658
S1 4.980 1.212 -2.503  -0.0022
O1 -9.736 -1.978 1.965  0.0000
O2 6.107 0.332 -2.601  0.0047
O3 4.085 1.341 -3.616  -0.0004
N1 0.865 0.430 -1.057  0.0705
N2 -3.755 -0.397 0.335  0.0003
N3 6.760 6.534 -0.684  0.0007
N4 3.987 0.653 -1.291  0.0646
N5 1.252 -2.227 -1.039  0.0477
N6 -3.472 -2.595 0.350  0.0002
N7 5.354 1.011 0.634  0.0039
N8 3.447 -0.412 0.594  0.0476
C1 7.246 4.224 -1.139  -0.0001
C2 -5.737 -1.723 0.933  0.0001
C3 4.326 0.454 -0.007  -0.0102
C4 -10.368 -3.234 2.159  0.0000
C5 6.352 5.307 -1.123  0.0013
C6 -0.186 -0.346 -0.709  0.0028
C7 4.622 3.863 -1.988  -0.0001
C8 1.497 -3.526 -1.018  -0.0099
C9 5.519 2.805 -1.981  0.0040
C10 4.657 -0.159 2.603  0.0033
C11 -1.017 -2.657 -0.334  -0.0014
C12 0.530 -4.464 -0.650  0.0005
C13 0.021 -1.775 -0.700  -0.0254
C14 -1.421 0.213 -0.353  0.0022
C15 0.739 1.741 -1.057  0.0062
C16 -2.475 -0.688 -0.015  -0.0034
C17 3.625 -0.712 1.873  0.0134
C18 -7.859 -0.700 1.453  0.0000
C19 -1.539 1.612 -0.338  -0.0009
C20 -0.726 -4.033 -0.306  0.0019
C21 5.031 5.107 -1.556  -0.0001
C22 -4.345 -1.555 0.550  0.0000
C23 -6.319 -2.975 1.114  0.0000
C24 -2.264 -2.061 -0.013  -0.0012
C25 -7.652 -3.102 1.460  0.0000
C26 -6.534 -0.584 1.110  0.0000
C27 6.829 2.981 -1.563  0.0009
C28 5.501 0.707 1.912  -0.0012
C29 -0.453 2.375 -0.694  0.0057
C30 -8.436 -1.962 1.632  0.0000
H1 6.341 1.181 2.409  -0.0003
H2 -0.504 3.454 -0.695  -0.0005
H3 7.501 2.134 -1.588  0.0002
H4 -8.074 -4.088 1.588  0.0000
H5 1.610 2.309 -1.360  0.0089
H6 -3.688 -3.571 0.445  0.0000
H7 8.268 4.373 -0.815  0.0000
H8 4.340 5.941 -1.561  0.0000
H9 3.620 3.703 -2.365  0.0005
H10 0.785 -5.514 -0.641  -0.0008
H11 -2.482 2.055 -0.048  -0.0001
H12 -1.484 -4.748 -0.012  0.0003
H13 -6.081 0.387 0.971  0.0000
H14 4.807 -0.394 3.645  0.0004
H15 2.490 -3.847 -1.306  -0.0013
H16 -10.350 -3.833 1.246  0.0000
H17 2.922 -1.407 2.319  0.0011
H18 -9.897 -3.793 2.971  0.0000
H19 6.164 7.331 -0.800  0.0000
H20 -11.397 -3.013 2.424  0.0000
H21 -5.738 -3.882 0.990  0.0000
H22 7.732 6.703 -0.507  0.0000
H23 -8.482 0.174 1.588  0.0000

Net charge = +1
Strongest force on any atom = 1.1 eV/Å
Molecular weight = 634.327 g/mol
Multiplicity = 3
HOMO level (alpha / beta) = -9.9866 / -9.9891 eV

> Which of these has the lowest molecular weight?

C30H23FeN4O5S

> Which of these has the lowest strongest force on any atom?

C30H23ClN6O7Y

> Which value of molecular weight does entry 3 give?

607.449 g/mol